{"formula": "C18H23F4N6O3Sc", "method": "ωB97M-V with the def2-TZVPD basis set", "species": ["Sc", "N", "C", "C", "O", "N", "C", "C", "O", "O", "H", "H", "H", "H", "H", "H", "C", "N", "C", "C", "C", "N", "C", "C", "F", "C", "F", "C", "C", "F", "C", "F", "H", "H", "H", "H", "H", "H", "H", "H", "H", "H", "H", "C", "C", "N", "C", "C", "N", "H", "H", "H", "H", "H", "H"], "xyz": [[8.0299, 11.5664, 8.1220], [5.4893, 11.4881, 8.1493], [4.8689, 12.5680, 8.9652], [5.9553, 13.2478, 9.8323], [5.6955, 14.1195, 10.6873], [7.2235, 12.8458, 9.7149], [8.1272, 13.3837, 10.7048], [9.5125, 12.8492, 10.3060], [10.4973, 13.1143, 10.9795], [9.5310, 12.0868, 9.2652], [5.0056, 11.4300, 7.2619], [5.2393, 10.5913, 8.6015], [4.0588, 12.2088, 9.6271], [4.4585, 13.3807, 8.3572], [7.8258, 12.9944, 11.7103], [8.1185, 14.4849, 10.7886], [10.9793, 10.3154, 7.5391], [10.1235, 11.2466, 6.7332], [10.9295, 12.4461, 6.4969], [9.7603, 10.5993, 5.4580], [8.8264, 9.4285, 5.7795], [8.0430, 9.6510, 6.9865], [7.3153, 8.6093, 7.4936], [6.9518, 8.6673, 8.8635], [7.4041, 9.7522, 9.5984], [6.1937, 7.6869, 9.4538], [5.7885, 7.8406, 10.7389], [5.8232, 6.5209, 8.7947], [6.1649, 6.4296, 7.4636], [5.7958, 5.3290, 6.7802], [6.8912, 7.4285, 6.8317], [7.2025, 7.2632, 5.5133], [11.8823, 10.0233, 6.9497], [11.2342, 10.8816, 8.4379], [10.4211, 9.4117, 7.7915], [11.8886, 12.1964, 5.9760], [10.3466, 13.1504, 5.8631], [11.1475, 12.9066, 7.4641], [9.2828, 11.3514, 4.7701], [10.6414, 10.2268, 4.9123], [8.1705, 9.3113, 4.8909], [9.3959, 8.4731, 5.8277], [5.2721, 5.7201, 9.2959], [6.2266, 12.0727, 4.7466], [6.7238, 13.2397, 5.5118], [7.4675, 13.2418, 6.6270], [7.6768, 14.5786, 6.9576], [7.0910, 15.3673, 6.0343], [6.4444, 14.5138, 5.1428], [6.6484, 11.1269, 5.1556], [6.5367, 12.1575, 3.6865], [5.1115, 12.0239, 4.7503], [8.2504, 14.8911, 7.8274], [7.0774, 16.4598, 5.9023], [5.8647, 14.8227, 4.3976]], "forces_ev_per_angstrom": [[-0.46, 0.16, -0.03], [-0.50, -0.70, 0.45], [0.85, 0.66, 0.62], [0.67, 0.92, 1.95], [-1.44, -0.53, -0.97], [-0.62, -1.04, -1.58], [0.04, -0.60, -0.02], [0.41, 1.10, 2.40], [-0.40, -0.11, -0.59], [0.45, -0.51, -0.82], [0.07, 0.04, -0.21], [0.36, 0.57, -0.28], [0.46, 0.14, -0.31], [-0.02, -0.34, -0.22], [0.50, 0.38, -0.57], [0.07, -0.41, -0.15], [-0.05, 0.36, -0.53], [0.63, -0.34, -0.25], [-0.08, 0.33, -0.56], [-0.49, 0.46, 0.32], [-0.48, -0.68, -1.08], [-0.43, 0.19, 0.40], [0.33, 0.02, 0.00], [-0.03, -0.04, -0.43], [-0.31, -0.44, -0.53], [-0.36, -0.27, 0.93], [0.39, 0.03, -0.44], [-0.27, 0.10, 0.19], [0.24, -0.11, -0.01], [0.21, 0.41, 0.00], [0.19, 0.14, -0.40], [-0.31, -0.05, 0.49], [-0.46, 0.26, 0.39], [0.19, -0.46, -0.09], [0.06, 0.17, 0.07], [-0.59, 0.19, 0.31], [0.42, -0.33, 0.39], [0.02, 0.03, -0.19], [0.22, -0.52, 0.82], [0.00, 0.07, 0.17], [0.29, -0.10, 0.32], [-0.18, 0.55, 0.15], [0.18, 0.47, -0.19], [-0.21, -0.78, -0.34], [0.22, 0.48, 0.80], [-0.46, 0.19, -0.83], [0.37, -0.21, 0.06], [-0.52, 0.78, -0.46], [1.12, 0.05, 1.07], [-0.37, 0.64, -0.20], [-0.13, -0.09, 0.50], [0.76, -0.02, 0.09], [-0.19, -0.28, -0.27], [-0.09, -0.87, 0.21], [-0.27, -0.05, -0.55]], "mulliken_charge": [-0.003, -0.146, -0.618, 0.349, -0.776, 0.328, -0.687, 0.308, -0.721, -0.292, 0.198, 0.186, 0.340, 0.256, 0.344, 0.321, -1.055, 0.771, -1.103, -0.843, -1.397, 1.524, -0.091, -0.215, -0.179, 0.212, -0.323, -0.657, 0.238, -0.312, 0.377, -0.331, 0.322, 0.387, 0.189, 0.319, 0.300, 0.221, 0.313, 0.301, 0.413, 0.555, 0.476, -1.228, 0.265, 0.945, -0.779, -0.641, -0.037, -0.065, 0.391, 0.393, 0.395, 0.384, 0.174], "relative_energy_ev": 0.0000, "homo_ev": -7.96, "lumo_energy_ev": -0.17, "e_tot_ev": -65697.086}